# 1
60
Properties=species:S:1:pos:R:3 method="wB97M-V/def2-TZVPD" homo_lumo_gap_ha=0.3012 homo_ev=-8.05 lumo_ha=0.0053 total_energy_ev=-41174.655 relative_energy_kcal_mol=70.7
C -9.4236 -0.5380 0.0835
O -8.2585 -0.7073 0.8549
C -7.0553 -0.4371 0.2894
C -6.8635 -0.0009 -1.0195
C -5.5867 0.2431 -1.4831
C -4.4634 0.0852 -0.6671
C -3.1580 0.3711 -1.2201
C -2.0219 0.6924 -0.5648
N -1.9393 0.8984 0.8096
C -0.8847 0.6763 1.6590
O -0.9055 1.1567 2.7756
C 0.2074 -0.1996 1.1775
C 1.4890 0.0208 1.6707
C 2.5571 -0.7590 1.2743
C 2.3573 -1.8099 0.3814
O 3.2946 -2.6728 -0.0763
C 4.6435 -2.6205 0.3467
C 5.5505 -1.9134 -0.6718
C 7.0127 -2.1821 -0.3254
C 5.2797 -0.4132 -0.7262
C 1.0613 -2.0526 -0.0900
C 0.0032 -1.2642 0.2994
C -0.8151 0.9804 -1.3832
O -0.6302 0.5647 -2.5002
O 0.0245 1.8088 -0.7465
C 1.2374 2.1242 -1.4144
C 2.2260 2.5858 -0.3985
C 2.0608 3.1833 0.8148
C 3.3649 3.3808 1.3335
C 4.2181 2.8935 0.3954
O 3.5375 2.4063 -0.6586
C -4.6696 -0.3745 0.6406
C -5.9377 -0.6331 1.1057
H -9.4266 -1.1978 -0.7899
H -10.2514 -0.8050 0.7383
H -9.5418 0.5001 -0.2433
H -7.7002 0.1460 -1.6843
H -5.4526 0.5788 -2.5011
H -3.0865 0.3575 -2.2994
H -2.7291 1.3654 1.2419
H 1.6401 0.8277 2.3711
H 3.5349 -0.5342 1.6691
H 4.7412 -2.1632 1.3354
H 4.9513 -3.6694 0.4256
H 5.3301 -2.3448 -1.6539
H 7.6646 -1.6991 -1.0488
H 7.2239 -3.2488 -0.3313
H 7.2473 -1.7904 0.6625
H 4.2381 -0.2126 -0.9633
H 5.8955 0.0518 -1.4924
H 5.5154 0.0523 0.2290
H 0.9143 -2.8817 -0.7640
H -0.9872 -1.5006 -0.0600
H 1.6121 1.2384 -1.9419
H 1.0391 2.9043 -2.1637
H 1.1308 3.4334 1.2807
H 3.6211 3.8249 2.2732
H 5.2875 2.8418 0.3508
H -3.8277 -0.5738 1.2842
H -6.0970 -0.9947 2.1092

***

# 2
65
Properties=species:S:1:pos:R:3 method="wB97M-V/def2-TZVPD" homo_lumo_gap_ha=0.3027 total_charge=-1 homo_ev=-5.75 lumo_ha=0.0914 total_energy_ev=-50781.893 relative_energy_kcal_mol=0.0
Ag -0.1515 -1.4214 -0.9383
C 3.1298 -0.6401 0.2224
C 2.2143 0.3941 -0.3935
C 1.3723 1.1639 0.4173
C 1.4448 1.0833 1.9221
C 0.4522 2.0455 -0.1618
C -0.5273 2.7516 0.7458
C 0.4330 2.2290 -1.5461
C -0.4965 3.2329 -2.1876
C 1.2917 1.4806 -2.3581
C 1.2331 1.6342 -3.8594
C 2.1894 0.5750 -1.7845
C 3.1335 -0.1925 -2.6787
H 4.1263 -0.2338 0.4263
H 3.2488 -1.4965 -0.4388
H 2.7134 -1.0297 1.1469
H 0.6161 0.5045 2.3366
H 1.3863 2.0814 2.3605
H 2.3737 0.6340 2.2633
H -0.0695 3.5978 1.2687
H -0.8991 2.0615 1.5048
H -1.3893 3.1293 0.2016
H -1.4129 2.7618 -2.5582
H -0.0212 3.7135 -3.0417
H -0.7826 4.0224 -1.4960
H 1.8863 2.4429 -4.2065
H 0.2241 1.8631 -4.1995
H 1.5311 0.7220 -4.3696
H 2.6192 -1.0358 -3.1485
H 3.9931 -0.5705 -2.1307
H 3.5149 0.4455 -3.4762
C -3.3330 0.5889 -0.3248
C -2.8356 0.3791 -1.7094
N -1.7950 -0.3523 -2.0428
C -1.6706 -0.2978 -3.4044
C -2.6660 0.4923 -3.9124
N -3.3930 0.9072 -2.8225
C -3.0594 0.9528 -5.2662
O -2.3257 0.5319 -6.2562
O -4.0251 1.6883 -5.3815
C -0.5620 -1.0340 -4.1043
O -0.5285 -0.9186 -5.3637
O 0.2350 -1.6667 -3.3950
H -2.6753 0.0645 0.3697
H -4.3486 0.2037 -0.2145
H -3.3427 1.6507 -0.0718
H -4.1963 1.5101 -2.9014
H -1.5418 -0.0994 -5.9049
O 0.4691 -2.2620 1.0024
C -0.3039 -1.8335 1.9127
O -1.2964 -1.1046 1.7598
C 0.0703 -2.2381 3.3275
C 1.1781 -3.0408 3.5633
C 1.5549 -3.4111 4.8576
C 0.7705 -2.9445 5.8820
O 0.9357 -3.1178 7.2402
C -0.2969 -2.6731 7.7944
O -0.8915 -1.7828 6.8648
C -0.3330 -2.1426 5.6514
C -0.7108 -1.7666 4.3904
H 1.7468 -3.3774 2.7077
H 2.4203 -4.0312 5.0473
H -0.1069 -2.1515 8.7298
H -0.9565 -3.5388 7.9430
H -1.5633 -1.1336 4.1891

***

# 3
71
Properties=species:S:1:pos:R:3 method="wB97M-V/def2-TZVPD" homo_lumo_gap_ha=0.2649 total_charge=-1 homo_ev=-5.32 lumo_ha=0.0694 total_energy_ev=-86163.713 relative_energy_kcal_mol=8.3
Mg -0.5663 0.5306 0.5363
O -1.7185 1.6441 4.3069
C -1.5939 1.1888 3.1705
N -0.5012 0.9856 2.4473
C 0.7816 1.2846 3.0288
C 1.7665 1.6401 1.9324
C 3.0603 2.0422 2.2383
C 3.9373 2.3429 1.2143
C 3.5091 2.2318 -0.1009
C 2.2143 1.8200 -0.3336
N 1.3541 1.5309 0.6571
C -2.8480 0.7787 2.4001
C -4.0863 0.8146 3.0161
C -5.1972 0.4031 2.3012
C -5.0403 -0.0123 0.9864
C -3.7724 0.0049 0.4365
N -2.6931 0.3821 1.1261
H 0.7273 2.0927 3.7640
H 1.1786 0.4096 3.5600
H 3.3633 2.1031 3.2758
H 4.9504 2.6542 1.4375
H 4.1637 2.4353 -0.9369
H 1.8581 1.6749 -1.3452
H -4.1330 1.1520 4.0419
H -6.1774 0.4048 2.7609
H -5.8808 -0.3458 0.3941
H -3.6072 -0.2792 -0.5960
C -1.1716 3.8339 -0.4772
N -0.3917 3.5443 -1.6648
C 0.4108 4.4541 -2.3212
C 0.9413 3.7993 -3.3738
N 0.4679 2.5038 -3.3748
B 1.0484 1.5274 -4.5147
N 0.4998 0.0925 -4.4223
C -0.6116 -0.3514 -5.1140
C -0.8154 -1.6446 -4.8124
N 0.1833 -2.0024 -3.9210
C 0.3386 -3.3231 -3.3478
C 0.9866 -0.9291 -3.6677
S 2.3334 -0.9313 -2.6306
C -0.3532 2.3553 -2.3310
S -1.2900 0.9832 -1.8722
H -0.9322 4.8443 -0.1554
H -0.9255 3.1552 0.3370
H -2.2380 3.7547 -0.6843
H 0.5360 5.4642 -1.9729
H 1.6298 4.1351 -4.1291
H 0.6884 2.0128 -5.5694
H 2.2438 1.5347 -4.3889
H -1.1518 0.3044 -5.7732
H -1.5587 -2.3472 -5.1460
H 0.3527 -4.0734 -4.1377
H -0.4777 -3.5506 -2.6603
H 1.2818 -3.3474 -2.8088
N 0.1784 -1.3740 0.0257
C 0.4524 -2.3098 1.0989
C 1.7385 -2.7775 1.3024
C 1.9956 -3.6415 2.3620
C 0.9698 -4.0448 3.2014
C -0.3187 -3.5597 2.9963
C -0.5772 -2.6890 1.9514
S 1.2673 -5.2414 4.5092
O 0.4375 -4.7739 5.6077
O 0.8216 -6.4927 3.9153
O 2.6996 -5.1620 4.7454
H -0.5733 -1.7303 -0.5615
H 0.9799 -1.2885 -0.6066
H 2.5359 -2.4622 0.6365
H 2.9936 -4.0162 2.5502
H -1.1002 -3.8608 3.6822
H -1.5752 -2.2886 1.7978

***

# 4
66
Properties=species:S:1:pos:R:3 method="wB97M-V/def2-TZVPD" homo_lumo_gap_ha="0.2451 / 0.2469" total_charge=-1 s_squared=0.75 homo_ev="-4.36 / -4.41" lumo_ha="0.0848 / 0.0849" total_energy_ev=-78215.762 multiplicity=2 relative_energy_kcal_mol=13.6
Ce 12.2133 9.1042 10.6964
C 10.7486 11.3658 13.5685
N 10.2289 10.1609 12.9166
C 10.3113 9.0677 13.9020
C 11.6939 8.7044 14.2996
N 12.4124 7.9106 13.2653
C 11.8235 6.6097 13.0852
C 13.8194 7.9016 13.5122
C 14.4889 6.7393 13.9987
C 15.8356 6.7361 14.2174
C 16.5717 7.8761 13.9381
C 15.9235 9.0404 13.5012
C 14.5441 9.0742 13.2540
S 13.9305 10.6018 12.5483
C 8.8793 10.2778 12.4438
C 7.9715 11.2686 12.9740
C 6.6769 11.4305 12.5329
C 6.2481 10.5245 11.5414
C 7.1140 9.5868 11.0325
C 8.4440 9.4135 11.4057
S 9.3625 8.1137 10.5859
H 10.1652 11.6123 14.3919
H 10.6239 12.1419 12.8265
H 11.8083 11.3041 13.7908
H 9.7491 8.1966 13.5599
H 9.7900 9.3942 14.8460
H 11.6131 8.1072 15.2580
H 12.2739 9.5689 14.6303
H 11.6866 6.0822 14.0202
H 12.2177 5.8929 12.3138
H 10.8257 6.7231 12.7326
H 13.9106 5.8454 14.2789
H 16.3105 5.8323 14.5329
H 17.6631 7.9240 14.0493
H 16.5602 9.9230 13.1867
H 8.3491 11.9122 13.7490
H 6.1206 12.3073 12.9003
H 5.2769 10.6258 11.0841
H 6.6912 8.9219 10.2343
O 12.2089 9.3175 7.9788
C 11.3642 9.9191 7.3253
C 10.4590 10.9989 7.6958
C 9.7699 11.5285 6.6409
C 8.9316 12.6025 6.8206
C 8.8002 13.1923 8.0629
C 9.4884 12.6652 9.1596
C 10.3814 11.5859 9.0441
O 11.0412 11.1403 10.0317
N 8.1319 13.0615 5.7021
O 7.1242 13.7271 5.9395
O 8.4898 12.7471 4.5713
H 11.3038 9.6077 6.2393
H 9.8180 11.0663 5.6823
H 8.1291 14.0030 8.2086
H 9.2841 13.0225 10.1597
N 12.5977 5.0142 8.7273
C 12.8384 6.1513 9.4041
O 11.9710 6.6850 10.0934
C 14.2254 6.6794 9.2911
C 14.3751 8.1781 9.6242
H 11.6820 4.6049 8.7533
H 13.3782 4.5605 8.2561
H 14.6001 6.3871 8.3040
H 14.8441 6.0577 9.9674
H 14.7109 8.6638 8.7462
H 15.1433 8.3289 10.3926

***

# 5
74
Properties=species:S:1:pos:R:3 method="wB97M-V/def2-TZVPD" homo_lumo_gap_ha=0.1603 total_charge=-1 homo_ev=-2.75 lumo_ha=0.0593 total_energy_ev=-159092.623 relative_energy_kcal_mol=19.5
Sn 0.0813 0.4138 -0.4255
N -4.9093 4.6823 4.5825
C -3.8096 4.4323 3.7597
C -2.8348 5.4114 3.5539
C -1.7711 5.1770 2.6962
C -1.6778 3.9636 2.0387
C -2.6337 2.9771 2.2502
C -3.6965 3.2089 3.0949
S -0.3760 3.6379 0.8944
O -0.9684 3.6062 -0.4265
O 0.6714 4.6119 1.1113
N 0.1051 2.1414 1.1996
C 1.1593 2.0015 2.0739
N 2.1334 1.1759 1.6896
C 3.1425 1.0070 2.5324
C 3.2257 1.6617 3.7455
C 2.1462 2.4796 4.0597
N 1.1136 2.6397 3.2563
H -4.7362 5.3470 5.3203
H -5.3647 3.8502 4.9290
H -2.9155 6.3619 4.0695
H -1.0064 5.9267 2.5399
H -2.5408 2.0086 1.7744
H -4.4377 2.4309 3.2490
H 3.9207 0.3206 2.2123
H 4.0663 1.5355 4.4116
H 2.1013 3.0081 5.0078
N 4.0879 -1.3361 -2.0867
C 3.8247 -1.0830 -3.4096
C 2.4805 -1.2556 -3.5478
N 1.9121 -1.5968 -2.3498
C 2.8956 -1.6282 -1.4893
C 2.7697 -1.8941 -0.0644
N 1.6802 -1.7624 0.6418
C 2.0171 -2.0687 1.9327
C 3.3357 -2.3978 2.0076
N 3.8181 -2.2682 0.7233
H 4.9692 -1.1811 -1.6315
H 4.5955 -0.7973 -4.1025
H 1.8884 -1.1444 -4.4401
H 1.2829 -2.0285 2.7207
H 3.9624 -2.7014 2.8269
H 4.7442 -2.5099 0.4199
Te -1.6408 -1.3204 1.0098
Te -4.1903 -0.3203 1.0470
Te -7.4207 -0.4045 3.5789
Te -4.8976 -1.3394 3.5069
C -0.7090 4.1863 -3.7614
N 0.3388 4.7121 -2.9154
C 0.3288 5.9470 -2.3002
C 1.4133 6.0027 -1.5054
N 2.0820 4.8051 -1.6497
C 3.2115 4.3655 -0.8566
C 1.4203 4.0068 -2.5178
Se 1.8957 2.3038 -3.0315
H -1.4226 4.9840 -3.9565
H -1.2076 3.3695 -3.2470
H -0.2837 3.8221 -4.6955
H -0.4699 6.6497 -2.4499
H 1.7412 6.7573 -0.8152
H 3.5670 5.2109 -0.2723
H 3.9987 3.9981 -1.5129
H 2.8984 3.5644 -0.1877
C -3.8545 1.5969 -3.7195
C -2.7233 0.8819 -4.0810
C -1.7550 0.6548 -3.1206
N -1.8669 1.0869 -1.8657
C -2.9563 1.7696 -1.5187
C -3.9718 2.0502 -2.4178
H -4.6371 1.7901 -4.4422
H -2.5899 0.5035 -5.0848
H -0.8433 0.1151 -3.3559
H -3.0105 2.1124 -0.5005
H -4.8422 2.5973 -2.0835

***

# 6
59
Properties=species:S:1:pos:R:3 method="wB97M-V/def2-TZVPD" homo_lumo_gap_ha=0.3076 smiles="COc1ccc(NC(=S)N2CCC(C(O)(c3ccccc3)c3ccccc3)CC2)cc1" homo_ev=-7.75 lumo_ha=0.0227 total_energy_ev=-45327.171 relative_energy_kcal_mol=43.0
C 3.2714 -0.9316 -7.3828
O 4.0600 -0.5911 -6.2693
C 3.5863 -0.8800 -5.0246
C 2.3646 -1.4843 -4.7526
C 1.9798 -1.7280 -3.4456
C 2.8004 -1.3665 -2.3830
N 2.4682 -1.6087 -1.0468
C 1.2756 -1.9957 -0.5004
S 1.3484 -2.9775 0.8362
N 0.1253 -1.5437 -1.0548
C -1.1546 -2.0391 -0.5791
C -1.9738 -0.9327 0.0960
C -1.0091 0.0565 0.7528
C -1.7614 1.0690 1.6459
O -2.5876 1.8100 0.7630
C -0.8398 1.9985 2.4351
C -1.3953 3.1256 3.0353
C -0.6251 3.9902 3.7904
C 0.7225 3.7377 3.9755
C 1.2809 2.6053 3.4118
C 0.5082 1.7420 2.6536
C -2.5850 0.3132 2.6875
C -1.9470 -0.3552 3.7259
C -2.6839 -1.0389 4.6748
C -4.0669 -1.0606 4.6027
C -4.7080 -0.3997 3.5706
C -3.9708 0.2821 2.6179
C -0.2250 0.7710 -0.3594
C 0.0231 -0.1805 -1.5420
C 4.0346 -0.7758 -2.6602
C 4.4201 -0.5351 -3.9588
H 3.8406 -0.6141 -8.2550
H 2.3093 -0.4088 -7.3699
H 3.0979 -2.0112 -7.4386
H 1.7009 -1.7819 -5.5486
H 1.0378 -2.2172 -3.2543
H 3.2549 -1.8263 -0.4479
H -1.7003 -2.4495 -1.4367
H -0.9590 -2.8467 0.1280
H -2.6319 -1.3788 0.8408
H -2.5929 -0.3967 -0.6238
H -0.3337 -0.5248 1.3857
H -3.0073 2.5235 1.2543
H -2.4532 3.3332 2.9363
H -1.0824 4.8589 4.2410
H 1.3278 4.4108 4.5639
H 2.3273 2.3851 3.5647
H 0.9763 0.8595 2.2482
H -0.8698 -0.3396 3.7949
H -2.1757 -1.5571 5.4744
H -4.6411 -1.5929 5.3464
H -5.7861 -0.4154 3.5020
H -4.4754 0.7785 1.8017
H -0.8017 1.6293 -0.7032
H 0.7281 1.1348 0.0253
H -0.8138 -0.1531 -2.2435
H 0.9246 0.1114 -2.0780
H 4.6910 -0.5094 -1.8450
H 5.3716 -0.0784 -4.1791